(1)
Molecular formula: C7H12F3NO
Method: DFT, the ωB97M-V functional and the def2-TZVPD basis

The charge is 0. The energy above the lowest of the compared OMol25 structures with the same formula, charge and spin is 19.7 kcal/mol. As for the SMILES: CC1(C)COC[C@]1(N)C(F)(F)F. Its LUMO energy is 0.85 eV.

Each line ends with the natural charge from an NBO analysis.
Atoms and positions in Å:
C -0.6497 -0.0560 -1.5772  -0.06
C 1.4772 -0.9017 -1.1899  -0.08
C -0.4986 0.0682 -0.0171  -0.06
C 0.8477 -0.7431 0.2502  0.04
C -0.1162 1.5214 0.1596  -0.63
C -1.6900 -0.4522 0.7932  -0.60
C 0.6292 -2.2664 0.6325  0.96
N 1.8436 -0.1127 1.0286  -0.82
O 0.7206 -0.1193 -2.0386  -0.54
F 1.8952 -2.8522 0.6449  -0.36
F 0.1668 -2.2784 1.8729  -0.33
F -0.1550 -3.0529 -0.0854  -0.31
H -1.0942 -1.0464 -2.1236  0.17
H -1.2617 0.7092 -1.9173  0.19
H 2.4395 -0.5339 -1.3911  0.21
H 1.3519 -1.8621 -1.7039  0.18
H 0.8320 1.7674 0.5659  0.25
H -0.9419 1.9996 0.8280  0.20
H -0.1450 2.0239 -0.7823  0.22
H -1.4480 -0.0068 1.7099  0.21
H -1.7425 -1.4532 0.7160  0.22
H -2.5979 0.1101 0.4694  0.21
H 1.3289 0.1548 1.8831  0.35
H 2.6154 -0.6293 1.3849  0.39

---

(2)
Molecular formula: C49H62Br2F11N2O33
Method: DFT, the ωB97M-V functional and the def2-TZVPD basis

The charge is +1. The energy above the lowest of the compared OMol25 structures with the same formula, charge and spin is 132.1 kcal/mol. Its LUMO energy is -3.25 eV.

Each line ends with the Mulliken charge.
Atoms and positions in Å:
C -1.8177 -0.8831 4.5637  0.54
C -3.0136 0.1273 4.9493  -0.95
C -2.8074 1.6388 4.4007  0.89
C -4.0315 2.0298 3.4237  -0.02
C -4.2767 3.6125 3.2616  -1.28
C -2.8692 4.3247 2.9162  -0.31
C -2.1716 3.8143 1.5590  0.13
C -0.7630 3.0894 1.7619  0.15
C 0.2084 3.4779 2.9330  -0.82
N 1.3425 2.5788 2.7423  0.22
C 1.1416 1.7091 1.5889  -0.50
C 2.2221 0.6262 1.1379  0.11
C 2.3581 -0.6586 2.0993  0.18
C 1.9303 -0.4194 3.6314  -1.05
N -0.1407 2.0225 0.9422  0.69
C -0.7595 1.4406 -0.2782  -1.07
Br 0.4652 1.4743 -1.8778  -0.03
C -1.4272 -0.0085 -0.0857  -0.04
C -2.2841 -0.1745 1.2656  1.33
Br -0.1324 -1.5348 -0.3314  -0.10
H -2.3219 -1.8581 4.1907  -0.01
H -1.1541 -1.1945 5.4465  0.44
H -1.1250 -0.5130 3.7314  -0.85
H -3.9751 -0.2902 4.4502  0.23
H -3.2187 0.1435 6.0873  0.21
H -2.6741 2.4135 5.2559  0.61
H -1.7813 1.6340 3.8533  -0.86
H -4.9949 1.5785 3.8867  0.65
H -3.9479 1.5880 2.3716  -0.42
H -5.0196 3.8959 2.4278  0.30
H -4.6079 4.0170 4.2925  0.37
H -3.1029 5.4532 2.7759  0.00
H -2.2185 4.2567 3.8544  0.32
H -1.9709 4.7523 0.9089  0.40
H -2.9226 3.1692 0.9666  0.11
H 0.0798 4.2514 3.7575  0.45
H 2.2138 2.4765 3.2939  0.35
H 2.1040 0.2428 0.0689  0.10
H 3.2503 1.1661 1.1712  0.11
H 3.4869 -0.9263 2.1187  0.12
H 1.8220 -1.5972 1.7293  0.04
H 1.8832 -1.4457 4.1722  0.27
H 2.7570 0.1837 4.1658  0.30
H 0.9050 0.0649 3.7801  0.16
H -1.6275 2.1538 -0.5676  0.51
H -2.1801 -0.1317 -0.9589  0.45
H -2.0734 0.6741 2.0020  -0.92
H -3.4166 -0.1024 0.9829  -0.44
H -2.1516 -1.1778 1.7950  0.04
C 0.2033 8.8355 2.6840  -0.43
C -0.1775 7.4157 2.9571  0.43
O -1.5732 7.4873 3.1610  -0.25
C -1.9930 8.5472 2.4110  0.59
O -3.1348 8.7521 2.1185  -0.51
O -0.9512 9.3392 2.0296  -0.30
F 0.4015 6.9668 4.0984  -0.32
H 0.3815 9.4079 3.5989  0.28
H 1.0834 8.9152 2.0437  0.31
H 0.0392 6.7258 2.1353  0.22
C 7.6253 -0.3027 0.6530  0.02
C 6.1986 0.1238 0.5325  0.29
O 5.7224 0.0417 1.8615  -0.17
C 6.8121 0.2756 2.6500  0.52
O 6.7509 0.5520 3.8135  -0.53
O 7.9737 0.1633 1.9499  -0.33
F 5.4937 -0.7449 -0.2321  -0.27
H 7.7462 -1.3889 0.6121  -0.15
H 8.2615 0.1490 -0.1097  0.31
H 6.0633 1.1426 0.1563  0.27
C -5.4118 -1.6204 -1.7124  -0.52
C -6.8319 -1.1719 -1.8328  0.81
O -7.3055 -1.2323 -0.5030  -0.35
C -6.2149 -1.0091 0.2791  0.55
O -6.2663 -0.7199 1.4407  -0.51
O -5.0522 -1.1460 -0.4224  -0.18
F -7.5524 -2.0371 -2.5855  -0.32
H -5.3077 -2.7089 -1.7414  0.32
H -4.7717 -1.1868 -2.4828  0.30
H -6.9500 -0.1570 -2.2189  -0.19
C 0.9563 -0.6821 -5.6424  -0.27
C 2.1080 0.2594 -5.4981  0.41
O 2.5948 0.3839 -6.8171  -0.30
C 1.5092 0.1899 -7.6215  0.61
O 1.4723 0.4808 -8.7811  -0.51
O 0.4693 -0.3698 -6.9388  -0.33
F 3.0842 -0.2815 -4.7307  -0.26
H 1.2631 -1.7317 -5.6126  0.23
H 0.1881 -0.5196 -4.8843  0.23
H 1.8359 1.2465 -5.1116  0.20
C -6.5175 2.2387 -5.0858  -0.48
C -6.5031 3.6678 -4.6472  0.35
O -6.7846 3.5840 -3.2635  -0.29
C -6.2977 2.3762 -2.8673  0.69
O -6.1109 2.0679 -1.7227  -0.56
O -6.0405 1.5619 -3.9299  -0.25
F -7.4921 4.3692 -5.2456  -0.32
H -7.5225 1.8812 -5.3270  0.31
H -5.8665 2.0595 -5.9428  0.28
H -5.5455 4.1753 -4.7974  0.29
C 4.6257 -1.4853 -8.2049  -0.18
C 4.8311 -2.6779 -7.3272  0.43
O 5.3719 -3.6393 -8.2089  -0.31
C 6.0414 -2.9240 -9.1582  0.51
O 6.8440 -3.3934 -9.9114  -0.52
O 5.6888 -1.6064 -9.1381  -0.33
F 3.6477 -3.1437 -6.8548  -0.33
H 3.6703 -1.5126 -8.7375  0.18
H 4.6927 -0.5472 -7.6533  0.20
H 5.5222 -2.5112 -6.4957  0.30
C -3.9303 -4.2834 6.1660  -0.46
C -4.0840 -4.2277 7.6519  0.26
O -2.7490 -4.2269 8.1151  -0.34
C -2.0239 -3.6335 7.1279  0.63
O -0.9093 -3.2142 7.2690  -0.53
O -2.7216 -3.5664 5.9586  -0.13
F -4.7008 -5.3377 8.1182  -0.30
H -3.8156 -5.3044 5.7910  0.27
H -4.7628 -3.8095 5.6431  0.29
H -4.6005 -3.3353 8.0178  0.32
C -5.3234 7.8177 -1.7965  -0.42
C -5.6377 6.6704 -2.7013  0.35
O -4.4492 5.9048 -2.6762  -0.29
C -3.8956 6.1379 -1.4539  0.51
O -3.0317 5.4616 -0.9663  -0.56
O -4.4460 7.2249 -0.8490  -0.21
F -5.8498 7.0941 -3.9693  -0.33
H -4.8055 8.6319 -2.3113  0.30
H -6.2130 8.2204 -1.3101  0.29
H -6.4792 6.0540 -2.3711  0.29
C 7.3333 -5.2752 -1.0669  -0.01
C 7.2214 -5.9408 0.2670  0.31
O 8.3253 -5.4199 0.9821  -0.32
C 8.5422 -4.1818 0.4579  0.65
O 9.2128 -3.3343 0.9788  -0.55
O 7.8979 -4.0166 -0.7314  -0.29
F 7.3741 -7.2814 0.1558  -0.29
H 8.0053 -5.8043 -1.7483  0.22
H 6.3664 -5.1532 -1.5538  -0.04
H 6.2956 -5.7168 0.8056  0.36
C 5.3502 -6.6749 -5.7801  -0.53
C 5.5162 -7.3497 -4.4564  0.29
O 6.0841 -6.3386 -3.6465  -0.31
C 5.6207 -5.1634 -4.1603  0.65
O 5.6657 -4.1128 -3.5836  -0.51
O 5.0937 -5.3289 -5.4049  -0.19
F 6.3934 -8.3757 -4.5413  -0.28
H 6.2564 -6.7152 -6.3910  0.29
H 4.5203 -7.0867 -6.3564  0.31
H 4.5809 -7.6977 -4.0080  0.29
C -0.0099 -3.8815 3.6130  0.48
C 0.1879 -5.0740 4.4926  0.45
O 0.7373 -6.0359 3.6145  -0.32
C 1.4144 -5.3225 2.6722  0.43
O 2.2240 -5.7921 1.9252  -0.55
O 1.0628 -4.0040 2.6880  -0.14
F -0.9973 -5.5394 4.9540  -0.31
H -0.9604 -3.9086 3.0719  0.03
H 0.0524 -2.9419 4.1650  -0.39
H 0.8718 -4.9070 5.3298  0.35

---

(3)
Molecular formula: C4H10N2O
Method: DFT, the ωB97M-V functional and the def2-TZVPD basis

The charge is 0. The energy above the lowest of the compared OMol25 structures with the same formula, charge and spin is 36.8 kcal/mol. As for the SMILES: C=NCC.NC=O. Its LUMO energy is 0.92 eV.

Each line ends with the natural charge from an NBO analysis.
Atoms and positions in Å:
C -1.4842 -1.6961 2.2915  0.52
N -0.2733 -1.5465 1.6973  -0.83
O -2.3313 -0.8391 2.2795  -0.60
H -1.6363 -2.6305 2.8450  0.10
H -0.2568 -0.9156 0.8963  0.42
H 0.2764 -2.3709 1.5911  0.38
C 0.5007 1.9812 -0.0458  -0.61
C 0.0052 1.2679 -1.3032  -0.25
C 0.9689 -0.7445 -1.8571  -0.05
N 0.1065 -0.1733 -1.1425  -0.41
H 0.3407 3.0524 -0.1643  0.21
H -0.0654 1.6587 0.8263  0.22
H 1.5570 1.8012 0.1248  0.20
H 0.6034 1.6372 -2.1476  0.16
H -1.0257 1.5540 -1.5028  0.21
H 1.5631 -0.2244 -2.6144  0.14
H 1.1513 -1.8117 -1.7741  0.17

---

(4)
Molecular formula: C54H30F13O11PS
Method: DFT, the ωB97M-V functional and the def2-TZVPD basis

The charge is 0. As for the SMILES: O=C1OC(=O)C(P(O)(O)=S)=C1CCC(F)(F)C(F)(F)C(F)(F)C(F)(F)C(F)(F)C(F)(F)F.O=C1c2ccccc2C(=O)c2ccccc21.O=C1c2ccccc2C(=O)c2ccccc21.O=C1c2ccccc2C(=O)c2ccccc21. Its LUMO energy is -1.73 eV.

Each line ends with the Mulliken charge.
Atoms and positions in Å:
O -1.0114 5.5562 0.2962  -0.50
C -1.3332 4.7162 1.0655  -0.12
O -1.6238 4.9854 2.3873  -0.24
C -1.8819 3.8032 3.0376  0.68
O -2.0928 3.7421 4.1998  -0.50
C -1.8395 2.7179 2.0245  0.02
P -2.1553 0.9867 2.3453  0.67
O -3.0091 0.9124 3.6848  -0.48
O -3.1465 0.5328 1.1707  -0.55
S -0.4997 0.0253 2.4177  -0.31
C -1.5092 3.2506 0.8446  -0.50
C -1.3239 2.6095 -0.4788  0.15
C 0.1471 2.1821 -0.6848  -1.41
C 0.8202 2.7351 -1.9280  0.91
F 0.5104 4.0439 -2.1207  -0.28
F 2.1758 2.6868 -1.7197  -0.33
C 0.6214 1.9526 -3.2692  0.24
F 1.4711 0.8960 -3.2289  -0.29
F 0.9812 2.7470 -4.3070  -0.29
C -0.7572 1.3331 -3.6522  0.94
F -1.1872 0.4949 -2.6807  -0.33
F -0.4935 0.5619 -4.7438  -0.31
C -1.9083 2.3367 -4.0086  0.66
F -2.9335 2.1773 -3.1315  -0.34
F -1.4541 3.6023 -3.8830  -0.32
C -2.5242 2.2179 -5.4293  0.47
F -3.3877 3.2594 -5.5189  -0.31
F -1.5793 2.3861 -6.3648  -0.26
C -3.3449 0.9014 -5.6912  0.73
F -4.6457 1.1606 -5.7129  -0.27
F -3.1153 -0.0051 -4.7368  -0.25
F -2.9939 0.3944 -6.8681  -0.21
H -3.9669 0.8976 3.5697  0.31
H -3.8392 -0.0634 1.4820  0.33
H -1.9616 1.7368 -0.5508  0.63
H -1.6259 3.3203 -1.2426  0.44
H 0.7728 2.4903 0.1487  0.76
H 0.2076 1.0975 -0.7267  0.47
C -0.8339 -2.2419 -5.9098  0.24
C 0.1072 -3.1600 -5.4515  -0.79
C 0.3927 -4.2968 -6.1876  -0.90
C -0.2696 -4.5301 -7.3858  0.26
C -1.2267 -3.6200 -7.8387  0.04
C -1.4990 -2.4744 -7.1022  -0.80
C -1.9809 -3.8618 -9.1011  0.52
O -2.8075 -3.0684 -9.4988  -0.66
C -1.6919 -5.1140 -9.8570  0.12
C -2.4152 -5.3877 -11.0108  -0.55
C -2.1534 -6.5389 -11.7331  -0.48
C -1.1631 -7.4191 -11.3101  -0.49
C -0.4419 -7.1535 -10.1591  -0.53
C -0.7075 -6.0049 -9.4247  0.14
C 0.0624 -5.7517 -8.1728  0.66
O 0.9280 -6.5173 -7.8059  -0.66
H -1.0426 -1.3608 -5.3262  0.30
H 0.6210 -2.9847 -4.5150  0.59
H 1.1265 -5.0102 -5.8399  0.52
H -2.2342 -1.7765 -7.4731  0.71
H -3.1799 -4.6953 -11.3332  0.47
H -2.7202 -6.7524 -12.6294  0.40
H -0.9565 -8.3153 -11.8797  0.40
H 0.3275 -7.8325 -9.8197  0.48
C 1.4377 4.8771 12.5166  -0.49
C 1.8966 6.1858 12.6233  -0.47
C 1.6666 7.0886 11.5999  -0.56
C 0.9837 6.6847 10.4598  0.19
C 0.5384 5.3665 10.3453  0.14
C 0.7609 4.4680 11.3809  -0.56
C -0.1641 4.8959 9.1164  0.58
O -0.5571 3.7525 9.0229  -0.66
C -0.3611 5.8729 8.0085  0.18
C -0.9686 5.4476 6.8336  -0.68
C -1.1711 6.3418 5.7973  -0.34
C -0.7748 7.6689 5.9347  -0.71
C -0.1657 8.0987 7.1011  -0.55
C 0.0500 7.2019 8.1396  0.20
C 0.7319 7.6778 9.3760  0.66
O 1.0750 8.8346 9.4987  -0.66
H 1.6125 4.1753 13.3211  0.40
H 2.4335 6.5006 13.5082  0.40
H 2.0141 8.1094 11.6747  0.47
H 0.4036 3.4523 11.2859  0.47
H -1.2780 4.4168 6.7357  0.61
H -1.6404 6.0108 4.8868  0.48
H -0.9392 8.3677 5.1250  0.42
H 0.1492 9.1265 7.2151  0.48
C 2.7136 -1.6536 3.5853  -0.57
C 2.5485 -1.1805 2.2883  -0.79
C 2.5550 -2.0599 1.2203  -0.68
C 2.7352 -3.4185 1.4413  0.29
C 2.9212 -3.8926 2.7418  0.26
C 2.9018 -3.0062 3.8116  -0.67
C 3.1553 -5.3407 3.0044  0.55
O 3.3096 -5.7568 4.1327  -0.67
C 3.1995 -6.2634 1.8333  0.28
C 3.4651 -7.6100 2.0455  -0.60
C 3.4982 -8.4848 0.9736  -0.45
C 3.2591 -8.0203 -0.3154  -0.52
C 2.9975 -6.6789 -0.5334  -0.57
C 2.9735 -5.7945 0.5375  0.14
C 2.7170 -4.3491 0.2777  0.52
O 2.5022 -3.9440 -0.8456  -0.68
H 2.6954 -0.9644 4.4189  0.44
H 2.4108 -0.1230 2.1115  0.75
H 2.4194 -1.7016 0.2092  0.62
H 3.0351 -3.3850 4.8151  0.48
H 3.6459 -7.9617 3.0514  0.48
H 3.7095 -9.5326 1.1404  0.40
H 3.2801 -8.7072 -1.1509  0.40
H 2.8141 -6.3068 -1.5315  0.54

---

Respective gap between HOMO and LUMO values: 10.2 8.8 10.6 7.9 eV.
Respective total energy values: -19141.908 -292334.462 -9337.393 -134462.977 eV.
Respective largest force on an atom values: 5.34 5.74 0.60 1.54 eV/Å.